This record from the OMol25 dataset describes C4H7NO3 as an isolated structure in a non-equilibrium geometry. The level of theory is ωB97M-V/def2-TZVPD.

Element x y z (Å)
C -1.435 -0.992 1.620
C 0.553 1.522 -0.989
C 0.876 -0.761 0.057
N 1.217 -1.382 -1.054
C 0.404 0.535 0.119
O -0.996 -0.892 0.290
O 0.234 2.774 -0.593
O 0.905 1.255 -2.116
H 0.321 3.363 -1.361
H 1.620 -2.303 -1.008
H 0.954 -1.031 -1.971
H 0.082 0.961 1.059
H -2.492 -1.284 1.601
H -1.387 -0.035 2.159
H -0.857 -1.730 2.188

For the frontier orbital gap (spin up / spin down), the calculation gives 0.261 / 0.286 Ha. Its maximum force is 1.6 eV/A. The total charge is 0. As for the energy above the lowest of the compared OMol25 structures with the same formula, charge and spin: 129.23 kcal/mol. The total energy comes out at -436.93744 hartree.